Molecular formula: C2H7NOSi
Method: DFT, ωB97M-V/def2-TZVPD

ΔE to the lowest compared entry with this formula, charge and spin = 257.2 kJ/mol

Element x y z (Å)
H  0.305  0.567  -1.246
Si  0.188  1.901  -0.636
H  1.534  2.517  -0.815
C  -0.046  0.115  1.482
C  1.173  -3.666  0.257
H  0.943  -0.412  1.556
N  1.814  -2.813  -0.213
H  -0.456  0.275  2.468
O  -0.052  1.501  0.925
H  2.633  -2.213  -0.248
H  -0.556  -0.530  0.705
H  -0.911  2.787  -1.095